Below is C29H48LaNP3SSe as an isolated structure in a non-equilibrium geometry, with properties calculated with the ωB97M-V functional and the def2-TZVPD basis.

## Properties
orbital gap (alpha / beta): 0.1096 / 0.1096 Eh
LUMO energy (alpha / beta): -11.2 / -11.2 eV
total charge: +3
highest occupied orbital energy (alpha / beta): -14.2 / -14.2 eV
energy relative to the best compared isomer or geometry (same formula, charge and spin): 313.7 kcal/mol

Each line ends with the Löwdin charge.
Cartesian coordinates (Å):
La (0.14385, 0.04114, -0.11079)  1.0529
P (-2.07745, -0.05706, -0.71969)  0.6733
P (0.31235, -2.26306, -0.35889)  0.6343
P (0.14015, 2.33694, -0.41339)  0.6285
H (1.74555, -0.82986, -2.30859)  0.0712
C (1.63565, 0.07134, -1.70229)  -0.3161
C (2.28665, 0.11524, -0.40069)  -0.2271
H (2.84835, -0.75296, -0.06749)  0.0862
C (-2.53525, -0.10186, -2.52429)  -0.2011
C (-3.15145, -1.46736, -0.15599)  -0.1952
C (-3.27435, 1.27144, -0.20539)  -0.1918
C (1.99715, -3.02896, -0.36869)  -0.2120
C (-0.48375, -3.49086, 0.78321)  -0.1973
C (-0.27655, -2.93516, -1.98079)  -0.2154
C (1.76355, 3.22494, -0.45979)  -0.2109
C (-0.73085, 3.50124, 0.73521)  -0.2065
C (-0.52045, 2.95234, -2.02899)  -0.2131
H (1.67585, 0.95914, -2.33619)  0.0802
H (2.77935, 1.03344, -0.09319)  0.0862
H (-3.62105, -0.15136, -2.67529)  0.0895
H (-2.06535, -0.96766, -2.99639)  0.0285
H (-2.14335, 0.79134, -3.01679)  0.0290
H (-4.18115, -1.33706, -0.50839)  0.0887
H (-3.15095, -1.50246, 0.93781)  0.0483
H (-2.77705, -2.42286, -0.52919)  0.0392
H (-4.28775, 1.03044, -0.54659)  0.0884
H (-2.99205, 2.23914, -0.62589)  0.0392
H (-3.27605, 1.35614, 0.88491)  0.0493
H (1.90805, -4.10646, -0.54359)  0.0808
H (2.48835, -2.86126, 0.59371)  0.0599
H (2.61505, -2.59006, -1.15579)  0.0590
H (-0.57055, -4.46626, 0.29141)  0.0798
H (-1.47335, -3.15666, 1.09571)  0.0276
H (0.13895, -3.60506, 1.67291)  0.0407
H (0.00035, -3.98916, -2.09609)  0.0798
H (0.16905, -2.34826, -2.78769)  0.0434
H (-1.36285, -2.84906, -2.05519)  0.0324
H (1.59245, 4.28724, -0.66439)  0.0791
H (2.40255, 2.80984, -1.24299)  0.0582
H (2.27895, 3.12244, 0.49851)  0.0665
H (-0.68855, 4.52574, 0.34861)  0.0776
H (-0.24545, 3.47764, 1.71451)  0.0547
H (-1.77415, 3.21144, 0.86501)  0.0226
H (-0.35275, 4.02934, -2.14279)  0.0796
H (-1.59145, 2.75334, -2.10499)  0.0295
H (-0.01585, 2.41624, -2.83689)  0.0489
C (1.06085, 0.13994, -6.60489)  -0.5995
C (2.14795, -0.04766, -5.74499)  -0.1506
C (3.44705, 0.01034, -6.24819)  -0.0838
C (3.67295, 0.25404, -7.60309)  -0.0624
C (2.58515, 0.44054, -8.45699)  -0.0531
C (1.28235, 0.38464, -7.96489)  -0.1180
Se (-0.75875, 0.07534, -5.98999)  0.8709
H (-0.40055, -0.19286, -4.58729)  -0.2258
H (1.98545, -0.23806, -4.68819)  0.0542
H (4.28535, -0.13656, -5.57269)  0.1049
H (4.68655, 0.29824, -7.98989)  0.1155
H (2.74725, 0.63114, -9.51429)  0.1205
H (0.44295, 0.53144, -8.63919)  0.1088
N (0.05945, 0.12124, 2.38971)  -0.4983
S (-1.26285, -0.20626, 3.20991)  1.0759
C (-0.55255, -1.54336, 4.23331)  -0.3940
C (-1.26475, -1.95046, 5.37191)  -0.0683
C (-0.77265, -2.97036, 6.19321)  -0.0239
C (0.43635, -3.59766, 5.88491)  -0.0255
C (1.15425, -3.20936, 4.75381)  -0.0449
C (0.66605, -2.19116, 3.92921)  -0.1124
C (-0.99245, 1.19174, 4.34071)  -0.3803
C (-1.79255, 2.33094, 4.17761)  -0.1003
C (-1.61125, 3.44894, 4.99821)  -0.0428
C (-0.62895, 3.43824, 5.99121)  -0.0279
C (0.17625, 2.31044, 6.16391)  -0.0288
C (0.00165, 1.19304, 5.34291)  -0.0593
H (0.95115, 0.33374, 2.86261)  0.0534
H (-2.20295, -1.47346, 5.62371)  0.1212
H (-1.32925, -3.27536, 7.06981)  0.1262
H (0.81645, -4.38656, 6.52081)  0.1260
H (2.08945, -3.69726, 4.51201)  0.1194
H (1.25105, -1.92656, 3.06001)  0.0772
H (-2.55205, 2.35464, 3.40721)  0.0954
H (-2.23035, 4.32574, 4.86141)  0.1209
H (-0.48795, 4.30474, 6.62451)  0.1252
H (0.94075, 2.30444, 6.92981)  0.1248
H (0.65095, 0.34274, 5.49461)  0.1131